(1)
{
  "formula": "C13H16FIrNO4S6Si",
  "method": "wB97M-V/def2-TZVPD",
  "elements": ["Ir", "C", "Si", "C", "C", "N", "C", "C", "C", "C", "C", "C", "F", "H", "H", "H", "H", "H", "H", "H", "H", "H", "H", "H", "H", "H", "O", "S", "O", "O", "O", "C", "S", "C", "C", "S", "S", "C", "S", "S", "H", "H", "H"],
  "xyz": [[-1.5949, 0.4978, 0.1974], [1.0145, -1.8749, 0.1373], [1.7110, -0.1793, 0.2893], [2.8062, -0.1812, 1.8048], [2.6933, 0.1068, -1.2763], [0.3936, 0.9881, 0.4493], [0.7343, 2.3578, 0.4885], [2.0596, 2.8257, 0.5010], [2.3812, 4.1755, 0.5314], [1.3868, 5.1401, 0.5470], [0.0640, 4.7225, 0.5322], [-0.2205, 3.3771, 0.5086], [-1.5229, 3.0149, 0.4712], [1.7985, -2.6108, -0.0747], [0.2700, -1.9291, -0.6599], [0.5379, -2.1516, 1.0697], [3.4691, -1.0520, 1.7781], [2.1821, -0.2598, 2.6999], [3.4265, 0.7104, 1.9090], [3.3647, -0.7410, -1.4431], [3.2924, 1.0186, -1.2782], [2.0018, 0.1630, -2.1228], [2.8644, 2.1086, 0.4887], [3.4239, 4.4692, 0.5376], [1.6298, 6.1944, 0.5626], [-0.7605, 5.4237, 0.5288], [-4.9157, -0.0224, -1.1459], [-3.9655, 1.0367, -1.0173], [-2.5460, 0.5755, -1.5330], [-3.4784, 1.1963, 0.4485], [-4.3263, 2.3009, -1.5866], [-1.7401, -2.5316, -2.5777], [-3.0471, -3.3864, -1.6523], [-2.1963, -3.7172, -0.1542], [-2.0734, -2.8961, 0.9070], [-2.7701, -1.2965, 1.0888], [-1.3076, -3.6306, 2.3020], [-0.9269, -5.1642, 1.6311], [-0.1302, -6.3612, 2.4369], [-1.4878, -5.2979, 0.0054], [-2.0213, -2.5846, -3.6292], [-0.7892, -3.0427, -2.4352], [-1.6850, -1.4925, -2.2659]],
  "lumo_ev": 1.80,
  "total_energy_ha": -3743.60743,
  "charge": -1,
  "spin_multiplicity": 1
}

***

(2)
{
  "formula": "C33H28IN4O3PS4Sc",
  "method": "wB97M-V/def2-TZVPD",
  "elements": ["Sc", "O", "C", "N", "C", "C", "C", "C", "C", "C", "N", "C", "C", "C", "C", "C", "N", "H", "H", "H", "H", "H", "H", "H", "H", "H", "H", "S", "S", "S", "S", "O", "C", "C", "C", "C", "C", "C", "C", "P", "C", "C", "C", "C", "C", "C", "C", "C", "C", "C", "C", "C", "H", "H", "H", "H", "H", "H", "H", "H", "H", "H", "H", "H", "H", "H", "N", "C", "O", "C", "I", "H", "H", "H", "H"],
  "xyz": [[1.9194, 0.4852, -0.2102], [4.7789, -0.1012, 3.0299], [4.1823, 0.0537, 1.9585], [3.0238, 0.6652, 1.7378], [2.3453, 1.1645, 2.9079], [1.4909, 2.3300, 2.5040], [1.1390, 3.3345, 3.3964], [0.3872, 4.4036, 2.9443], [0.0086, 4.4348, 1.6109], [0.3786, 3.3835, 0.7930], [1.0974, 2.3462, 1.2273], [4.7809, -0.5021, 0.6850], [6.0061, -1.1386, 0.7007], [6.5195, -1.6287, -0.4918], [5.7869, -1.4440, -1.6551], [4.5699, -0.7860, -1.5848], [4.0636, -0.3414, -0.4336], [3.0512, 1.4301, 3.6994], [1.6862, 0.3891, 3.3311], [1.4821, 3.2765, 4.4212], [0.1120, 5.2060, 3.6181], [-0.5712, 5.2515, 1.2048], [0.1002, 3.3549, -0.2506], [6.5131, -1.2290, 1.6510], [7.4721, -2.1428, -0.5116], [6.1328, -1.8040, -2.6137], [3.9753, -0.6420, -2.4813], [2.8396, 2.1906, -1.9566], [1.4081, 1.7942, -3.3572], [2.0102, -1.6838, -3.7852], [1.1370, -1.1254, -2.0619], [0.1561, 1.3642, -1.1042], [0.2235, 0.9902, -2.3505], [-1.0266, 0.5214, -2.9849], [-1.2117, 0.5560, -4.3631], [-2.4245, 0.1771, -4.9140], [-3.4660, -0.2323, -4.0950], [-3.2720, -0.3101, -2.7207], [-2.0560, 0.0404, -2.1464], [-1.6604, -0.2976, -0.3821], [-2.9631, -1.5910, -0.0453], [-3.9972, -1.4771, 0.8826], [-4.8374, -2.5525, 1.1541], [-4.6640, -3.7596, 0.4961], [-3.6400, -3.8882, -0.4368], [-2.7979, -2.8208, -0.6957], [-2.3663, 1.1318, 0.5313], [-3.1010, 2.1535, -0.0591], [-3.5850, 3.2073, 0.7056], [-3.3433, 3.2495, 2.0719], [-2.5970, 2.2428, 2.6701], [-2.1044, 1.2014, 1.8998], [-0.3936, 0.8785, -4.9934], [-2.5590, 0.2055, -5.9882], [-4.4235, -0.5096, -4.5177], [-4.0766, -0.6738, -2.0943], [-4.1535, -0.5344, 1.3929], [-5.6357, -2.4414, 1.8776], [-5.3206, -4.5952, 0.7025], [-3.5039, -4.8253, -0.9632], [-1.9947, -2.9160, -1.4208], [-3.2914, 2.1230, -1.1260], [-4.1549, 3.9976, 0.2325], [-3.7191, 4.0732, 2.6662], [-2.3818, 2.2818, 3.7307], [-1.4963, 0.4267, 2.3580], [0.0363, -3.1541, 0.8813], [1.1879, -2.5311, 0.6238], [1.3797, -1.3624, 0.9741], [2.2665, -3.3249, -0.0727], [3.0887, -4.7920, 1.2504], [-0.7540, -2.5937, 1.1609], [-0.1445, -4.0652, 0.4998], [3.0684, -2.6599, -0.3662], [1.8827, -3.8386, -0.9493]],
  "lumo_ev": 1.99,
  "total_energy_ha": -4711.92795,
  "charge": -1,
  "spin_multiplicity": 1
}

***

(3)
{
  "formula": "C3H4N2",
  "method": "wB97M-V/def2-TZVPD",
  "elements": ["N", "C", "C", "C", "N", "H", "H", "H", "H"],
  "xyz": [[2.1158, 0.7226, -0.5445], [1.7636, -0.3458, -0.1586], [0.3477, 0.2419, -0.0700], [-0.9715, -0.3566, -0.2814], [-0.5542, 0.1740, 1.0429], [0.4575, 1.2680, -0.4716], [-1.6628, 0.2928, -0.8160], [-1.1384, -1.4215, -0.4019], [-0.3577, -0.5753, 1.7013]],
  "lumo_ev": -0.07,
  "total_energy_ha": -226.05308,
  "charge": 0,
  "spin_multiplicity": 1
}

***

(4)
{
  "formula": "C3H7N2O",
  "method": "wB97M-V/def2-TZVPD",
  "elements": ["C", "C", "N", "C", "N", "H", "H", "H", "H", "H", "H", "H", "O"],
  "xyz": [[-1.5055, 0.9104, 0.6448], [-2.0348, 0.4609, -0.5101], [-0.9720, 0.0222, -1.3093], [0.1440, 0.0556, -0.5523], [-0.1217, 0.7911, 0.5159], [-1.9258, 1.3825, 1.5132], [-3.0515, 0.2016, -0.7507], [-1.0394, -0.8118, -1.8502], [1.1366, -0.1955, -0.8877], [0.6478, 1.1533, 1.0590], [3.4580, -1.5439, 0.2259], [2.6988, -1.1578, 1.4272], [2.5654, -1.2686, 0.4742]],
  "lumo_ev": -3.63,
  "total_energy_ha": -303.01872,
  "charge": 1,
  "spin_multiplicity": 1
}

***

(5)
{
  "formula": "C23H27F2N2O3PS2Sr",
  "method": "wB97M-V/def2-TZVPD",
  "elements": ["Sr", "F", "C", "C", "C", "C", "C", "F", "C", "C", "C", "C", "C", "C", "N", "H", "H", "H", "H", "H", "H", "O", "C", "C", "C", "C", "C", "C", "N", "H", "H", "H", "H", "H", "H", "H", "C", "C", "C", "O", "P", "S", "S", "O", "C", "C", "C", "H", "H", "H", "H", "H", "H", "H", "H", "H", "H", "H", "H", "H", "H"],
  "xyz": [[0.7857, 0.8761, -0.8727], [4.5903, -3.0298, 1.8507], [3.5143, -2.8459, 1.0529], [3.0685, -1.5642, 0.7987], [1.9540, -1.3249, -0.0140], [1.3355, -2.4647, -0.5793], [1.8167, -3.7392, -0.2870], [1.1863, -4.8306, -0.7928], [2.9025, -3.9675, 0.5294], [0.1589, -2.2979, -1.4687], [-0.0163, -3.0558, -2.6304], [-1.1204, -2.8378, -3.4289], [-2.0483, -1.8709, -3.0648], [-1.8054, -1.1510, -1.9156], [-0.7333, -1.3455, -1.1366], [3.6170, -0.7519, 1.2671], [3.2438, -4.9673, 0.7527], [0.7210, -3.7996, -2.8924], [-1.2554, -3.4148, -4.3348], [-2.9275, -1.6703, -3.6601], [-2.4912, -0.3782, -1.5843], [-1.5183, -1.0926, 1.5684], [-0.5738, -0.4899, 2.4335], [-0.7765, 1.0102, 2.4966], [-1.3283, 1.6110, 3.6194], [-1.5538, 2.9782, 3.6264], [-1.2263, 3.7085, 2.4946], [-0.6830, 3.0335, 1.4165], [-0.4505, 1.7174, 1.4078], [-1.1374, -1.1243, 0.6750], [0.4495, -0.7065, 2.1156], [-0.7098, -0.9099, 3.4299], [-1.5821, 0.9979, 4.4736], [-1.9836, 3.4607, 4.4944], [-1.3831, 4.7761, 2.4380], [-0.4126, 3.5748, 0.5158], [1.3056, 4.2447, -6.9229], [0.6683, 3.8165, -5.6188], [-0.2361, 4.8764, -5.0228], [1.7655, 3.5264, -4.7161], [1.6466, 2.6258, -3.4149], [1.1634, 3.6591, -1.7753], [0.5070, 1.0161, -3.7781], [3.1600, 2.1805, -3.1754], [3.8511, 1.3453, -4.1481], [4.9751, 2.1649, -4.7456], [4.3224, 0.1048, -3.4196], [0.5327, 4.4429, -7.6663], [1.9622, 3.4635, -7.3053], [1.8911, 5.1545, -6.7811], [0.1189, 2.8823, -5.7559], [0.3285, 5.7872, -4.8173], [-0.6850, 4.5342, -4.0912], [-1.0342, 5.1103, -5.7290], [3.1299, 1.0684, -4.9214], [5.6784, 2.4679, -3.9686], [4.5769, 3.0588, -5.2250], [5.5141, 1.5771, -5.4902], [4.9874, 0.3726, -2.5970], [4.8660, -0.5503, -4.1025], [3.4737, -0.4498, -3.0166]],
  "lumo_ev": 0.28,
  "total_energy_ha": -2596.22589,
  "charge": 0,
  "spin_multiplicity": 1
}

***

(6)
{
  "formula": "BrFH22O10P",
  "method": "wB97M-V/def2-TZVPD",
  "elements": ["F", "P", "Br", "H", "H", "O", "H", "H", "O", "H", "H", "O", "H", "H", "O", "H", "H", "O", "H", "H", "O", "H", "H", "O", "H", "H", "O", "H", "H", "O", "H", "H", "O", "H", "H"],
  "xyz": [[0.4633, 1.5711, -1.7919], [-0.4892, 1.2297, -0.5879], [0.0536, -0.6624, 0.3573], [-0.4966, 2.2968, 0.3591], [-1.8049, 1.1640, -1.1114], [-0.2364, -4.0821, 1.5514], [-0.1516, -3.2015, 1.1729], [0.1026, -4.6686, 0.8622], [3.0456, 1.4560, -4.1883], [2.5988, 0.8481, -3.5903], [2.5604, 2.2838, -4.0947], [-3.2695, -0.5280, -0.3638], [-3.0956, -1.2248, 0.2807], [-3.8286, -0.9585, -1.0297], [2.9419, -5.2389, 1.8413], [2.4988, -5.8465, 2.4446], [2.4529, -4.4147, 1.9388], [2.9069, 0.8713, -0.2030], [2.4487, 1.4251, -0.8430], [3.3449, 1.5104, 0.3752], [1.7752, 2.7912, 2.0486], [2.4132, 2.9846, 2.7569], [1.7326, 1.8289, 2.0232], [3.3762, 2.7001, 4.3641], [3.0535, 2.2508, 5.1536], [4.3024, 2.8857, 4.5586], [-6.0503, -0.2236, -1.2300], [-6.5363, 0.3161, -1.8642], [-5.6341, 0.4237, -0.6499], [0.2668, -2.3425, -2.5451], [0.3880, -2.2419, -3.4973], [0.9914, -1.8339, -2.1643], [-4.3244, 2.4133, -0.5937], [-3.8540, 2.6491, -1.4018], [-3.9462, 1.5684, -0.3384]],
  "lumo_ev": -5.63,
  "total_energy_ha": -3780.53349,
  "charge": 1,
  "spin_multiplicity": 1
}

***

(7)
{
  "formula": "C24H23N6O5RhS",
  "method": "wB97M-V/def2-TZVPD",
  "elements": ["Rh", "C", "C", "C", "C", "C", "C", "C", "S", "O", "O", "N", "C", "C", "O", "O", "H", "H", "H", "H", "H", "H", "H", "H", "H", "C", "C", "C", "C", "N", "C", "C", "C", "C", "C", "C", "N", "H", "H", "H", "H", "H", "H", "H", "H", "O", "C", "N", "C", "C", "N", "C", "C", "N", "H", "H", "H", "H", "H", "H"],
  "xyz": [[-0.1512, -0.1933, 0.6020], [5.0586, 0.9792, -6.4180], [4.5530, 0.3571, -5.1421], [3.3296, 0.7441, -4.5982], [2.8492, 0.1625, -3.4366], [3.6109, -0.8108, -2.8006], [4.8416, -1.1945, -3.3100], [5.3019, -0.6089, -4.4805], [2.9425, -1.6763, -1.4006], [1.8909, -2.5326, -1.8880], [4.0468, -2.2506, -0.6704], [2.2476, -0.4592, -0.6005], [3.0397, 0.2065, 0.4274], [2.3605, 1.5090, 0.7026], [2.9765, 2.5368, 0.9219], [1.0897, 1.3775, 0.6789], [4.2360, 1.3827, -7.0079], [5.5963, 0.2495, -7.0234], [5.7467, 1.8003, -6.2018], [2.7453, 1.5092, -5.0975], [1.8932, 0.4455, -3.0184], [5.4225, -1.9445, -2.7892], [6.2629, -0.9075, -4.8844], [4.0729, 0.3781, 0.1109], [3.0872, -0.3533, 1.3722], [-2.4221, 3.1587, -0.8584], [-3.7106, 2.6715, -0.7393], [-3.8975, 1.3418, -0.3849], [-2.7983, 0.5435, -0.1422], [-1.5540, 1.0485, -0.1943], [-1.3641, 2.3117, -0.5697], [-2.8583, -0.9253, 0.1163], [-4.0141, -1.6729, 0.0347], [-3.9455, -3.0560, 0.1459], [-2.7117, -3.6512, 0.3200], [-1.5906, -2.8419, 0.4156], [-1.6663, -1.5143, 0.3412], [-2.2316, 4.1803, -1.1542], [-4.5594, 3.3157, -0.9260], [-4.8920, 0.9280, -0.2989], [-0.3313, 2.6352, -0.6087], [-4.9608, -1.1789, -0.1283], [-4.8423, -3.6575, 0.0846], [-2.6097, -4.7243, 0.3877], [-0.6019, -3.2541, 0.5607], [1.5557, -3.5919, 2.5372], [1.2989, -2.5678, 1.9748], [1.0644, -1.5697, 1.3942], [-0.6590, 2.8444, 2.7444], [-0.6520, 1.4831, 3.3409], [-0.7994, 0.3272, 2.7190], [-0.7401, -0.6628, 3.6815], [-0.5708, -0.0986, 4.8963], [-0.5166, 1.2625, 4.6626], [-0.2093, 2.8004, 1.7560], [-0.0732, 3.5328, 3.3520], [-1.6803, 3.2246, 2.6642], [-0.8137, -1.7055, 3.4267], [-0.4686, -0.5266, 5.8768], [-0.3745, 1.9749, 5.3569]],
  "lumo_ev": [-1.50, -1.49],
  "total_energy_ha": -2141.82667,
  "charge": 0,
  "spin_multiplicity": 1
}

***

(8)
{
  "formula": "C5H10O2",
  "method": "wB97M-V/def2-TZVPD",
  "elements": ["C", "C", "C", "C", "C", "O", "O", "H", "H", "H", "H", "H", "H", "H", "H", "H", "H"],
  "xyz": [[0.0707, -0.2519, -1.3024], [-1.6375, -0.4725, 0.8283], [0.9407, 0.9146, 1.2797], [1.2169, -0.6201, -0.6288], [1.7134, 0.0757, 0.4873], [-0.2979, 1.0294, -1.5607], [-0.5616, -1.1317, -2.0956], [0.2476, 1.6285, -1.0352], [-1.1847, -0.6488, -2.6553], [1.5783, -1.6191, -0.8260], [2.6539, -0.2891, 0.8861], [-1.6392, -1.4711, 0.4059], [-2.1686, 0.2193, 0.1788], [-2.1684, -0.4931, 1.7774], [0.3439, 1.7219, 0.8681], [1.4046, 1.3011, 2.1795], [-0.5122, 0.1068, 1.2128]],
  "lumo_ev": 0.64,
  "total_energy_ha": -346.87719,
  "charge": 0,
  "spin_multiplicity": 1,
  "smiles": "C=CC=C(O)O.C"
}